(1)
The following is a quantum chemistry calculation of a molecular structure, C4H11N3O at a distorted geometry, from the OMol25 dataset.

```
19
Properties=species:S:1:pos:R:3:forces:R:3
C 1.745199 0.857313 -0.612544 -0.47 -0.32 -0.16
C -0.767851 1.940910 0.445572 0.15 0.41 0.18
C -0.063879 0.752591 0.997255 2.61 0.04 -1.46
N 0.981689 0.201242 0.432552 -1.41 1.96 1.71
H -0.425739 0.289604 1.913327 -0.29 -0.39 -0.50
H 1.097612 1.143569 -1.444613 0.12 0.21 -0.15
H 2.491212 0.147345 -0.974785 -0.10 0.01 -0.06
H 2.297026 1.721828 -0.232659 -0.26 0.03 0.02
H -0.977618 1.792146 -0.618597 0.02 -0.13 0.20
H -1.705824 2.112471 0.974058 0.11 0.11 -0.07
H -0.127524 2.824881 0.513002 -0.12 0.15 0.11
N -1.671554 -1.037681 -0.886498 -0.68 0.33 -0.56
C 0.333466 -1.594800 0.056876 -4.21 -3.70 1.16
O 0.972336 -2.366906 0.996927 0.20 0.28 -0.02
N -1.024319 -1.602960 0.232293 3.75 -0.44 -0.68
H 0.269894 -2.711662 1.573910 0.13 0.23 -0.19
H -1.527744 -1.610851 -1.722248 -0.01 0.06 0.16
H -2.672429 -1.088020 -0.703842 0.30 0.06 0.01
H 0.776045 -1.771018 -0.939986 0.16 1.11 0.30
```
Forces are in eV/Å.

For the energy above the lowest of the compared OMol25 structures with the same formula, charge and spin, the calculation gives 4.774 eV. The calculated total energy is -10840.437 eV. As for the HOMO-LUMO gap (alpha / beta): 0.279 / 0.279 hartree.

=====

(2)
The following is a quantum chemistry calculation of a gas-phase ion, C14H14FN2O6S (charge -1) at a distorted geometry, from the OMol25 dataset.

```
38
Properties=species:S:1:pos:R:3:forces:R:3
C 2.279450 -4.705858 0.229179 -0.10 -0.13 0.01
C 3.068355 -3.524976 -0.270738 -0.58 0.36 0.14
O 2.134622 -2.409755 -0.346985 0.58 -1.14 0.21
C 2.757658 -1.295123 -0.760370 -1.29 2.42 -1.12
C 1.796893 -0.116549 -0.882261 4.09 -2.84 -6.43
F 0.508362 -0.544002 -1.070232 -0.27 0.40 0.99
C 2.224238 0.812952 -2.015481 0.11 -2.30 1.61
O 3.374651 1.112620 -2.262767 -0.29 0.40 0.14
O 1.166394 1.321587 -2.665312 0.15 0.90 -0.92
C 1.595874 2.228593 -3.717886 -0.52 -0.23 0.41
C 0.336183 2.823015 -4.289992 -0.15 0.04 -0.06
O 3.949477 -1.230376 -0.976159 0.28 -0.24 0.44
H 2.951501 -5.556440 0.356706 -0.06 -0.07 0.02
H 1.812182 -4.478883 1.193226 0.05 -0.05 -0.16
H 1.499976 -4.979597 -0.489704 0.07 0.03 0.17
H 3.881016 -3.258952 0.412477 -0.08 -0.04 -0.18
H 3.486286 -3.705251 -1.268038 0.00 0.08 0.22
H 2.244680 2.996078 -3.283254 -0.03 -0.20 -0.14
H 2.156524 1.660667 -4.468909 0.00 0.14 0.17
H 0.595314 3.510990 -5.095416 -0.08 0.05 -0.05
H -0.315542 2.039227 -4.689199 0.07 0.13 0.05
H -0.211168 3.373678 -3.518313 0.05 -0.08 -0.13
O -5.512992 1.750837 4.798648 0.31 -0.75 -1.64
N -5.402675 1.227204 3.667002 -1.89 0.21 0.65
O -6.396735 0.859721 2.994214 1.39 0.61 1.12
C -4.110001 1.029222 3.100077 0.74 -0.15 -0.34
C -4.026377 0.432675 1.829315 0.57 0.05 0.06
C -2.781101 0.208629 1.262852 -0.07 0.27 0.08
C -1.595717 0.587479 1.940347 0.30 0.20 0.05
N -0.374342 0.336567 1.356719 -1.90 -0.29 0.07
C 0.735695 0.654318 1.031619 1.25 1.83 2.78
S 2.272799 1.048870 0.761874 -2.42 0.75 1.94
C -1.702683 1.177154 3.222236 -0.14 -0.19 0.15
C -2.947276 1.404891 3.795545 -0.03 -0.18 -0.17
H -4.935479 0.152594 1.310622 0.15 0.03 0.10
H -2.689301 -0.259875 0.285413 0.00 0.11 0.20
H -0.785092 1.448632 3.746340 -0.28 -0.03 -0.14
H -3.041647 1.867437 4.776605 0.02 -0.10 -0.28
```
Forces are in eV/Å.

Its charge is -1. The calculated total energy is -43557.946 eV. As for the HOMO-LUMO gap: 0.123 hartree.

=====

(3)
The following is a quantum chemistry calculation of a gas-phase ion, C2H7N4O3 (charge +1) at a distorted geometry, from the OMol25 dataset.

```
16
Properties=species:S:1:pos:R:3:forces:R:3
C 2.232227 -0.237352 0.087115 -1.38 1.69 -0.06
C -0.236327 -0.286635 0.056149 -2.54 2.53 -0.13
N 3.116856 0.602637 0.597508 1.57 2.53 1.52
N -1.081481 0.708170 -0.818066 1.12 1.32 0.60
N -1.466718 0.136793 0.767191 1.03 -0.14 -0.09
N -2.524209 -0.631757 0.957191 1.41 -0.18 -1.36
O 2.313889 -1.150363 -0.658430 0.10 -1.13 -0.06
O 0.894377 0.308317 0.483150 0.68 -0.79 0.22
O -0.343585 -1.504275 -0.324217 0.52 -2.88 -0.94
H 2.808081 1.565208 0.992426 0.58 -2.72 -0.86
H 4.164594 0.437124 0.611640 -2.16 -0.04 -0.40
H -0.869188 1.690807 -0.548232 -0.21 -0.99 -0.89
H -1.418056 0.544708 -1.785671 0.09 -0.29 1.00
H -3.188055 -0.041873 1.391424 -1.31 0.08 0.36
H -2.845910 -1.294791 0.223665 0.53 0.36 0.93
H 0.470809 -1.954509 -0.639780 -0.02 0.65 0.14
```
Forces are in eV/Å.

Its charge is +1. For the energy above the lowest of the compared OMol25 structures with the same formula, charge and spin, the calculation gives 1.063 eV. Its SMILES is NC(=O)O[C@]1(O)[NH2+]N1N. The calculated total energy is -14281.191 eV. As for the HOMO-LUMO gap: 0.412 hartree.

=====

(4)
The following is a quantum chemistry calculation of 2 unconnected molecules or ions with the total composition C25H30N3O at a distorted geometry, from the OMol25 dataset.

```
59
Properties=species:S:1:pos:R:3:forces:R:3
C 7.049945 -2.660409 2.774524 -0.26 0.12 -0.11
N 6.568445 -2.093855 1.523828 0.78 0.48 0.15
C 7.082426 -2.785836 0.351634 -0.38 0.08 0.08
C 5.337861 -1.415094 1.452891 -0.91 0.18 -0.10
C 5.296066 0.005895 1.433171 0.01 -0.87 0.02
C 4.103249 0.670946 1.191587 -0.63 -0.60 -0.09
C 2.880541 -0.040321 1.012716 1.51 -0.61 0.10
C 1.674742 0.672979 0.712807 -1.53 -0.15 -0.11
C 0.417944 0.091912 0.673443 1.05 0.61 -0.18
C -0.784406 0.884427 0.572521 -0.09 1.84 -0.41
C -2.053892 0.163000 0.494237 -1.60 -1.20 0.54
C -3.207518 0.611822 -0.198426 0.20 -0.01 0.02
C -4.390878 -0.120680 -0.221646 0.18 -0.38 0.55
C -4.502959 -1.299615 0.544503 -0.12 -0.14 -0.06
N -5.722577 -2.030065 0.579064 -0.43 0.58 -0.40
C -5.882604 -3.196807 -0.262612 0.27 -0.14 -0.19
C -6.490660 -2.129810 1.805334 0.21 0.11 0.30
C -3.391743 -1.752564 1.255617 -0.09 -0.34 0.23
C -2.191298 -1.072013 1.201395 0.89 0.78 -0.06
C 2.925364 -1.457643 1.143786 -0.16 0.20 -0.06
C 4.116358 -2.135101 1.353983 0.44 0.71 0.00
H 6.676802 -2.087211 3.629019 0.09 -0.08 -0.16
H 6.745512 -3.712296 2.890337 0.02 0.06 0.09
H 8.145372 -2.621022 2.765208 -0.16 -0.04 0.14
H 6.745974 -2.290073 -0.566423 0.10 -0.12 0.21
H 8.176781 -2.758298 0.392199 -0.14 -0.04 -0.11
H 6.764000 -3.839372 0.331772 0.05 0.03 -0.14
H 6.225697 0.553389 1.592387 -0.25 -0.17 -0.16
H 4.090690 1.751741 1.135446 0.01 0.05 -0.02
H 1.756347 1.743127 0.447602 0.01 -0.50 0.52
H 0.368289 -1.021270 0.728099 -0.33 1.26 -0.13
H -0.787360 1.987630 0.865150 0.28 -2.30 0.82
H -3.158169 1.532915 -0.777759 -0.18 -0.38 0.25
H -5.251726 0.218032 -0.800511 0.27 -0.08 0.21
H -5.257915 -3.113677 -1.165095 -0.26 -0.01 0.29
H -5.604403 -4.129723 0.272271 -0.08 0.22 -0.24
H -6.938735 -3.268209 -0.564401 0.32 -0.12 0.02
H -6.347490 -1.232434 2.425899 -0.07 -0.29 -0.23
H -7.558645 -2.207680 1.541002 0.34 0.00 0.19
H -6.214773 -3.022135 2.407142 -0.12 0.28 -0.14
H -3.485997 -2.671194 1.861001 0.12 0.57 -0.42
H -1.320804 -1.458598 1.751875 -0.61 0.17 -0.19
H 2.010111 -2.049715 1.054396 0.34 0.24 0.01
H 4.137345 -3.223290 1.441411 -0.04 0.34 -0.11
C -1.569918 5.887665 -4.335920 0.04 0.20 -0.02
O -1.253528 4.500548 -4.389464 0.26 -1.01 1.10
C -1.142032 3.767588 -3.235073 -0.11 -0.37 -1.73
C -0.915039 2.371557 -3.428091 -0.28 0.08 1.56
C -0.885615 1.533634 -2.297160 -0.03 1.60 -0.93
N -1.056062 2.072761 -1.072955 0.78 -0.55 -0.77
C -1.260576 3.385662 -0.889429 0.37 -0.72 -0.05
C -1.285164 4.271367 -1.948963 -0.28 0.56 0.20
H -1.669630 6.229244 -5.369300 0.09 -0.21 0.23
H -2.504639 6.068632 -3.817042 -0.27 -0.10 0.11
H -0.784712 6.452638 -3.842407 0.21 0.06 0.03
H -0.818781 1.955113 -4.412175 0.06 0.05 -0.30
H -0.739197 0.444376 -2.406156 -0.09 0.71 0.36
H -1.412148 3.735011 0.149290 0.15 -0.26 -0.62
H -1.454288 5.332396 -1.757556 0.03 -0.38 -0.12
```
Forces are in eV/Å.

Its charge is +1. For the energy above the lowest of the compared OMol25 structures with the same formula, charge and spin, the calculation gives 3.433 eV. The calculated total energy is -32920.248 eV. As for the HOMO-LUMO gap: 0.232 hartree.

=====

Question: Number 2 is which compound?
Answer: C14H14FN2O6S